C23H74N10O14 | ωB97M-V with the def2-TZVPD basis set

```
121
Properties=species:S:1:pos:R:3:forces:R:3
C 2.751839 -1.398819 -3.484662 -0.02 0.38 0.94
C 2.406497 -1.188160 -1.962592 2.04 -1.29 -1.43
O 3.610193 -1.680166 -1.337251 -0.08 1.33 1.55
H 1.903627 -1.094806 -4.116282 0.48 -0.04 -0.11
H 3.018394 -2.449568 -3.684448 -0.27 0.32 0.21
H 3.692903 -0.782766 -3.660907 -1.47 -0.65 -0.03
H 1.503613 -1.609547 -1.513890 0.08 -0.37 -0.46
H 2.392852 -0.153428 -1.784829 -0.40 1.72 0.11
H 3.790566 -1.017487 -0.608102 -0.30 -1.66 -0.98
C 2.128692 2.320575 4.026104 1.51 -0.06 -0.42
C 0.957137 3.040256 3.391222 2.25 0.26 -1.40
O -0.030556 2.099091 3.311442 -2.82 0.17 1.33
H 2.327072 1.494287 3.339695 0.21 -0.35 0.50
H 1.907395 1.923182 5.037596 -0.20 0.15 -0.78
H 3.094539 2.861298 4.112065 -0.59 0.14 -0.15
H 1.060224 3.478566 2.359207 0.84 -0.53 0.70
H 0.801528 3.904336 3.955928 -1.55 1.17 1.36
H 0.170585 1.565322 2.565073 0.29 -0.75 -1.03
C -0.873325 -2.480069 -2.890386 1.69 -2.85 0.27
C -0.249661 -3.512060 -1.870091 0.60 0.55 -0.74
O 0.888733 -4.172580 -2.426734 0.18 -0.42 1.44
H -1.134616 -3.023165 -3.851221 -0.15 0.61 1.24
H -0.117830 -1.778094 -3.119653 0.68 0.74 -0.37
H -1.635968 -1.992036 -2.368740 -1.62 0.76 0.22
H -0.973043 -4.286716 -1.718343 -0.72 -0.43 0.49
H 0.099318 -3.121342 -0.860843 -0.84 0.06 -1.36
H 1.002971 -3.970478 -3.333423 0.00 0.46 -1.29
C 1.574828 3.117965 -2.936634 -1.27 0.65 -1.93
C 1.803864 2.808635 -4.456940 -2.01 -0.95 2.23
O 2.177488 1.436147 -4.418452 -0.80 -0.89 -2.38
H 0.923533 2.398741 -2.449329 -0.50 0.18 -0.46
H 1.225715 4.144076 -2.778262 0.08 -0.11 0.13
H 2.473693 2.956590 -2.451034 2.15 0.10 0.93
H 2.561480 3.397013 -4.870568 1.47 1.01 -0.50
H 0.901562 2.974993 -5.067909 0.08 -0.24 0.38
H 1.793569 1.022571 -5.251945 0.79 0.56 1.61
C 2.422839 4.627607 0.055440 0.69 2.05 -0.40
C 1.069375 5.252452 -0.055233 -0.29 -0.25 0.75
O 0.234563 4.153768 0.163330 -2.33 -0.15 -0.23
H 2.734613 4.821499 1.047476 0.92 -0.24 0.98
H 3.036762 5.151822 -0.641886 1.09 0.60 -0.20
H 2.562704 3.614267 -0.228460 -0.68 -0.99 -0.04
H 0.883725 5.689424 -1.025713 -0.03 0.19 -0.57
H 0.881500 6.072787 0.710241 0.42 -0.86 -0.68
H -0.679800 4.439560 -0.092060 0.95 -0.63 0.58
C 4.240028 1.305927 1.080745 -2.36 -2.70 0.23
C 4.001315 -0.054691 1.801072 1.35 0.76 3.39
O 2.916333 -0.652172 1.212479 -0.32 0.52 -1.40
H 5.187760 1.648442 1.256727 2.14 1.43 0.75
H 3.391844 1.985279 1.267102 0.77 0.05 0.22
H 4.206521 1.023269 0.039450 -0.02 0.18 -0.67
H 3.843734 -0.045897 2.954151 -0.33 1.17 -1.51
H 4.825077 -0.768460 1.923623 0.73 0.30 -1.41
H 2.666728 -1.319968 1.828443 -0.76 -1.30 0.61
C -3.031625 -0.053953 2.073467 0.97 -2.84 -1.61
C -3.238730 -0.501129 3.483854 -1.16 0.43 -0.41
O -3.472631 0.735622 4.062358 -0.55 1.30 3.86
H -3.989902 0.132238 1.649523 -0.83 0.31 -0.47
H -2.610528 -0.926542 1.529684 -0.30 0.65 -0.09
H -2.386918 0.789775 1.828765 -0.09 0.02 1.03
H -2.415476 -0.890155 3.997497 1.72 -1.16 0.16
H -4.080431 -1.275404 3.631418 0.81 1.16 -0.47
H -3.173736 0.692185 5.016673 -0.75 0.32 -1.58
C -2.586578 -3.363899 0.965418 0.12 1.17 1.52
C -2.931984 -4.787159 0.753039 -0.34 -0.54 1.27
O -3.077966 -5.502008 1.995102 1.34 -1.02 -0.38
H -3.160353 -2.953531 1.882825 1.16 -0.73 -1.12
H -2.927827 -2.696791 0.174722 0.39 -0.16 -0.32
H -1.480322 -3.323502 1.083388 -0.92 0.74 0.21
H -2.143572 -5.277473 0.165683 -0.55 -0.19 0.15
H -3.903520 -4.864930 0.346296 -0.94 -0.18 -1.44
H -3.583448 -5.019139 2.637229 -0.33 0.65 0.11
C 1.734955 -5.517888 2.338486 -2.18 1.76 0.46
C 1.323456 -4.522846 1.256459 0.79 -1.62 -1.58
O 2.411213 -3.591013 0.966001 -1.70 -0.50 -0.09
H 2.684336 -5.910241 2.152880 1.28 -1.05 -0.58
H 0.895769 -6.240276 2.414165 0.86 0.11 0.15
H 1.816781 -4.949588 3.262671 -0.10 -0.29 0.43
H 0.424491 -3.956442 1.527963 -0.01 -0.24 -0.03
H 1.105895 -5.199144 0.348717 0.13 1.48 0.85
H 1.941399 -2.884559 0.480698 0.77 -0.10 -0.22
C -2.642309 3.643925 -1.023096 -1.88 -5.69 4.46
O -3.074291 2.589930 -0.219488 1.50 4.91 -3.20
N -2.295461 4.812810 -0.603649 -0.90 5.42 5.92
N -2.315340 3.483612 -2.228213 0.42 -1.69 -4.12
H -2.612484 5.079267 0.405899 0.75 -0.59 -2.60
H -2.121185 5.606873 -1.231060 -0.39 -0.77 0.42
H -2.454274 2.489749 -2.500227 0.44 0.56 -1.02
H -1.708986 4.139745 -2.721898 -0.48 -0.62 0.12
C -1.343552 0.885147 -3.651917 2.12 -0.03 -5.55
O -1.106272 1.051153 -4.958488 -0.91 -0.56 5.02
N -2.520699 1.016322 -3.110805 -6.41 1.31 -2.03
N -0.462060 0.564272 -2.748797 3.74 -0.49 0.56
H -3.322721 1.192894 -3.811442 1.91 -0.50 1.60
H -2.792302 0.617320 -2.218698 0.55 -0.52 0.03
H 0.424924 0.367099 -3.234558 -0.16 0.32 0.95
H -0.521324 0.652582 -1.654853 -0.26 -0.30 -2.53
C 1.635300 -1.334288 4.022408 0.28 4.91 6.21
O 2.181588 -0.794932 5.128805 -1.85 -2.73 -4.53
N 2.089178 -2.289899 3.313400 3.27 -4.31 -1.52
N 0.526465 -0.872110 3.506268 -2.63 3.74 3.16
H 2.844491 -2.771418 3.773581 0.25 -0.35 -0.47
H 1.618989 -2.769196 2.525604 0.46 0.65 1.12
H 0.016654 -0.151916 4.058015 0.87 -0.75 -0.79
H 0.130792 -1.134190 2.666682 -0.71 -0.96 -2.22
C -0.025284 0.130899 0.438507 4.57 -4.96 1.83
O 0.073378 -1.236436 0.705039 -0.62 6.16 -1.04
N -1.004826 0.681903 -0.153615 -5.67 -1.95 -1.85
N 0.934443 1.031477 0.565706 4.80 0.17 2.26
H -1.641584 -0.144986 -0.323414 -0.64 2.00 0.01
H -1.374091 1.644534 -0.089637 0.01 -0.75 0.37
H 1.891966 0.750961 0.954063 -2.18 -0.13 -0.73
H 0.937563 1.958326 0.140679 -0.80 -0.37 0.12
C -4.423153 -0.521047 -1.567916 6.69 0.85 4.43
O -3.128957 -0.735550 -1.071151 -6.43 0.31 -2.35
N -5.102250 -1.361301 -2.249142 -1.33 -4.73 -3.73
N -5.027033 0.600936 -1.286379 -0.43 3.10 1.20
H -4.699581 -2.301279 -2.384492 0.00 0.95 0.19
H -5.567005 -1.063332 -3.111272 -0.12 0.07 0.83
H -4.579335 1.218553 -0.603287 0.36 -0.02 -0.53
H -5.937151 0.952110 -1.593934 0.49 -1.02 0.01
```
Forces are in eV/Å.

LUMO   -0.32 eV
Relative energy (zero: lowest compared OMol25 entry of this formula, charge and spin)   189.0 kcal/mol
Strongest force on any atom   8.1 eV/Å
Charge   0
Frontier orbital gap   8.5232 eV
HOMO level   -8.84 eV
Calculated total energy   -68611.47869 eV

These are the Mulliken partial charges, in e, on atoms 1 to 6: number 1, C, carries -1.52; number 2, C, carries 1.33; number 3, O, carries -0.75; number 4, H, carries 0.18; number 5, H, carries 0.38; number 6, H, carries 0.28